The following is a DFT calculation (ωB97M-V/def2-TZVPD) of a gas-phase ion, C5H10NO (charge +1) in a non-equilibrium geometry.

Results
**Gap between HOMO and LUMO**: 10.55 eV
**HOMO energy**: -13.69 eV
**ΔE to the lowest compared entry with this formula, charge and spin**: 4.007 eV
**Structure (SMILES)**: O[C@H]1[NH2+][C@@H]1C1CC1
**Net charge**: +1

Cartesian coordinates (Å):
O -1.34137 -2.01274 1.81500
C -1.41660 -0.83641 1.12717
N -0.61181 0.28557 1.59104
C 0.04149 -0.30563 0.31643
C 0.06335 0.46915 -0.83864
C 1.38624 1.27352 -1.00046
C 1.14295 0.12108 -1.84691
H -1.99731 -2.53175 1.36413
H -2.25366 -0.45542 0.58741
H 0.04549 -0.02668 2.33707
H -1.00294 1.18913 1.77824
H 1.01885 -0.81794 0.45844
H -0.84645 0.85589 -1.33918
H 2.21492 1.31804 -0.26644
H 1.30310 2.19254 -1.52649
H 0.66315 0.09561 -2.83836
H 1.59059 -0.81396 -1.71845